Record 1
{
  "formula": "C4H5NO2S",
  "method": "the ωB97M-V functional and the def2-TZVPD basis",
  "symbols": ["C", "C", "C", "C", "H", "H", "H", "H", "H", "N", "O", "O", "S"],
  "coordinates": [[-0.579, 1.161, 0.793], [0.173, -0.089, 1.194], [0.085, -1.299, 0.312], [-0.191, -1.174, -1.135], [1.259, 2.408, -1.198], [-1.505, 1.423, 1.299], [0.709, -2.140, 0.648], [-0.273, -0.201, -1.563], [0.269, -1.891, -1.775], [-0.169, 2.037, -0.036], [1.039, 1.659, -0.610], [0.774, -0.111, 2.253], [-1.589, -1.784, -0.182]],
  "forces_ev_per_a": [[0.03, 0.63, -0.34], [0.38, -0.20, 0.79], [0.53, -0.36, 0.42], [-0.15, -0.15, 0.26], [-0.18, -0.54, 0.46], [0.11, -0.19, -0.01], [-0.24, 0.54, -0.12], [-0.16, 0.56, -0.09], [0.28, -0.45, -0.29], [-0.20, -0.49, 0.42], [0.33, 0.52, -0.53], [-0.53, 0.01, -0.98], [-0.19, 0.12, -0.01]],
  "lowdin_charge": [-0.093, -0.399, -0.512, -0.413, 0.113, 0.126, 0.126, 0.057, 0.071, 0.013, -0.064, 0.109, 0.866],
  "energy_ev": -20646.690,
  "e_lumo_ev": 0.363,
  "gap_ev": 9.72,
  "smiles": "O=C(/C=N\\O)[C@@H]1CS1",
  "max_force_ev_per_a": 1.11,
  "homo_ev": -9.361
}



Record 2
{
  "formula": "C30H68BClF5O12PS",
  "method": "the ωB97M-V functional and the def2-TZVPD basis",
  "symbols": ["C", "C", "C", "C", "C", "C", "C", "P", "Cl", "C", "C", "C", "C", "C", "B", "O", "O", "S", "O", "O", "C", "F", "F", "C", "F", "F", "F", "H", "H", "H", "H", "H", "H", "H", "H", "H", "H", "H", "H", "H", "H", "H", "H", "H", "H", "H", "H", "H", "H", "H", "H", "H", "H", "H", "H", "C", "O", "C", "C", "O", "C", "H", "H", "H", "H", "H", "H", "H", "H", "H", "H", "C", "O", "C", "C", "O", "C", "H", "H", "H", "H", "H", "H", "H", "H", "H", "H", "C", "O", "C", "C", "O", "C", "H", "H", "H", "H", "H", "H", "H", "H", "H", "H", "C", "O", "C", "C", "O", "C", "H", "H", "H", "H", "H", "H", "H", "H", "H", "H"],
  "coordinates": [[4.152, -2.438, 3.308], [4.259, -0.941, 2.972], [5.405, -0.224, 3.666], [5.302, -0.163, 5.186], [3.987, 0.385, 5.753], [3.318, 1.506, 4.951], [2.778, 2.641, 5.852], [1.099, 3.215, 5.376], [0.218, 2.492, 7.313], [0.004, 2.131, 4.408], [-1.480, 2.383, 4.603], [-2.330, 1.337, 3.861], [-2.189, -0.051, 4.476], [-2.094, 1.346, 2.359], [0.624, 4.983, 6.020], [-0.649, 5.416, 5.900], [1.635, 5.728, 6.570], [2.004, 4.159, 3.503], [3.059, 5.073, 3.891], [2.380, 3.176, 2.506], [0.740, 5.252, 2.637], [0.949, 6.533, 3.028], [-0.522, 4.892, 2.953], [0.878, 5.197, 1.090], [0.478, 3.989, 0.612], [0.035, 6.147, 0.588], [2.130, 5.485, 0.696], [4.834, -3.015, 2.699], [3.142, -2.759, 3.088], [4.332, -2.578, 4.368], [3.303, -0.457, 3.127], [4.452, -0.875, 1.903], [6.345, -0.694, 3.389], [5.466, 0.788, 3.272], [5.400, -1.182, 5.553], [6.156, 0.364, 5.595], [3.275, -0.417, 5.912], [4.207, 0.770, 6.746], [2.476, 1.080, 4.418], [3.961, 1.938, 4.198], [2.694, 2.273, 6.860], [3.449, 3.491, 5.894], [0.267, 1.115, 4.684], [0.230, 2.222, 3.352], [-1.775, 2.341, 5.643], [-1.774, 3.354, 4.217], [-3.357, 1.661, 4.031], [-2.132, 0.024, 5.556], [-1.251, -0.498, 4.152], [-2.996, -0.709, 4.183], [-1.122, 0.899, 2.153], [-2.024, 2.372, 2.013], [-2.847, 0.800, 1.810], [-0.702, 6.372, 5.904], [2.057, 6.319, 5.941], [-6.831, 5.783, 1.341], [-6.124, 6.177, 2.503], [-5.793, 5.095, 3.357], [-4.353, 4.667, 3.192], [-4.105, 4.122, 1.905], [-3.478, 5.038, 1.023], [-6.836, 6.630, 0.657], [-6.356, 4.932, 0.848], [-7.866, 5.526, 1.590], [-6.461, 4.246, 3.179], [-5.944, 5.435, 4.386], [-4.134, 3.884, 3.926], [-3.682, 5.510, 3.389], [-2.420, 5.159, 1.280], [-3.967, 6.014, 1.039], [-3.546, 4.626, 0.017], [3.027, -3.848, -0.108], [2.157, -4.035, 0.995], [0.851, -3.533, 0.767], [-0.125, -4.635, 0.421], [0.191, -5.241, -0.822], [0.863, -6.482, -0.686], [3.914, -4.455, 0.068], [2.564, -4.159, -1.047], [3.329, -2.798, -0.185], [0.862, -2.777, -0.025], [0.520, -3.049, 1.692], [-1.125, -4.198, 0.326], [-0.159, -5.383, 1.218], [0.163, -7.267, -0.379], [1.679, -6.422, 0.037], [1.274, -6.743, -1.661], [-0.909, -2.973, -6.684], [-1.728, -3.556, -5.687], [-1.012, -4.392, -4.789], [-0.716, -3.705, -3.476], [0.177, -2.609, -3.646], [-0.471, -1.353, -3.672], [-1.487, -2.187, -7.169], [-0.004, -2.533, -6.259], [-0.631, -3.720, -7.436], [-0.082, -4.739, -5.249], [-1.640, -5.267, -4.592], [-0.230, -4.412, -2.803], [-1.646, -3.372, -3.002], [-0.791, -1.062, -2.664], [-1.339, -1.358, -4.335], [0.245, -0.617, -4.035], [1.266, -3.183, -11.608], [0.390, -3.367, -10.510], [-0.922, -2.881, -10.746], [-1.881, -3.998, -11.090], [-1.560, -4.607, -12.330], [-0.865, -5.832, -12.192], [2.157, -3.778, -11.420], [0.812, -3.511, -12.545], [1.557, -2.131, -11.695], [-0.918, -2.126, -11.537], [-1.259, -2.400, -9.822], [-2.888, -3.579, -11.185], [-1.899, -4.741, -10.287], [-1.545, -6.627, -11.867], [-0.039, -5.751, -11.482], [-0.464, -6.095, -13.170]],
  "forces_ev_per_a": [[-0.44, 0.93, 0.06], [0.43, -0.67, -0.47], [-0.23, 0.43, 0.13], [-0.20, -0.62, -0.18], [0.40, 0.48, 0.10], [-0.41, 0.21, 0.21], [0.17, -0.40, -0.42], [-0.49, -0.20, 1.15], [-0.09, -0.02, 0.25], [0.01, 0.15, -0.17], [-0.60, -0.40, -0.30], [-0.40, 0.07, 0.16], [0.52, 0.35, -0.14], [0.74, 0.10, 0.39], [0.00, 0.25, 0.39], [0.05, -0.54, -0.60], [-0.25, -0.06, -0.14], [1.38, -0.16, -0.90], [-0.28, 0.46, 0.38], [-0.48, -0.19, -0.09], [0.30, 0.32, -0.40], [-0.29, -0.42, -0.03], [0.23, 0.04, 0.04], [-0.44, 0.05, -0.54], [0.53, 1.31, 0.39], [0.69, -0.78, 0.13], [-1.06, -0.38, 0.25], [0.27, -0.26, 0.10], [-0.11, -0.36, -0.06], [0.11, -0.37, 0.15], [-0.14, 0.22, 0.22], [-0.14, 0.16, -0.23], [0.19, -0.19, 0.00], [0.04, 0.18, -0.11], [0.12, -0.14, 0.21], [0.13, 0.32, 0.00], [-0.17, -0.21, -0.08], [0.04, -0.02, 0.24], [-0.03, -0.11, -0.33], [0.21, 0.00, -0.15], [-0.31, 0.01, 0.30], [0.03, 0.30, -0.20], [0.05, -0.19, 0.26], [0.27, 0.09, -0.15], [0.16, 0.09, 0.28], [0.18, 0.24, 0.02], [-0.21, 0.04, 0.02], [-0.22, -0.11, 0.27], [0.10, -0.23, -0.09], [-0.19, -0.17, -0.04], [0.08, -0.23, -0.18], [-0.31, 0.18, -0.28], [-0.23, -0.05, -0.14], [-0.16, 0.40, 0.40], [0.43, 0.06, -0.06], [-0.02, 0.04, 0.03], [0.04, -0.06, -0.09], [-0.02, 0.22, 0.09], [0.03, -0.26, -0.02], [-0.03, 0.14, 0.02], [0.07, -0.07, -0.03], [-0.01, 0.03, 0.03], [0.00, -0.01, 0.00], [0.00, -0.05, -0.03], [0.01, -0.03, -0.02], [0.00, -0.04, 0.01], [-0.01, 0.04, 0.03], [-0.01, 0.04, 0.00], [-0.06, 0.05, -0.01], [-0.01, 0.01, 0.01], [0.00, -0.05, 0.01], [0.05, 0.02, 0.07], [-0.05, -0.08, -0.16], [0.08, 0.02, 0.25], [-0.16, 0.12, -0.21], [0.15, -0.18, 0.20], [-0.05, -0.01, -0.05], [0.00, 0.01, 0.05], [-0.01, 0.02, -0.01], [-0.01, 0.00, -0.05], [-0.02, -0.01, -0.04], [-0.02, 0.02, -0.02], [0.00, -0.01, 0.03], [0.05, -0.01, 0.03], [0.03, -0.01, 0.04], [0.01, 0.01, 0.01], [-0.03, 0.02, -0.03], [-0.05, -0.07, -0.04], [0.08, 0.09, 0.03], [-0.27, 0.00, -0.03], [0.30, -0.02, -0.03], [-0.09, 0.05, -0.04], [0.05, -0.01, 0.03], [-0.05, -0.02, 0.01], [0.02, -0.02, 0.00], [0.09, 0.04, -0.02], [0.03, 0.02, 0.00], [0.03, -0.02, 0.01], [-0.09, 0.02, -0.02], [-0.03, 0.02, -0.03], [-0.05, 0.02, -0.02], [-0.02, 0.00, 0.00], [0.04, -0.01, 0.03], [0.01, 0.02, 0.05], [-0.01, -0.04, -0.09], [0.09, -0.02, 0.25], [-0.15, 0.06, -0.20], [0.12, -0.02, 0.05], [-0.05, -0.01, -0.03], [0.01, 0.01, 0.04], [-0.01, 0.01, -0.01], [-0.01, 0.00, -0.06], [-0.01, -0.02, -0.05], [-0.04, 0.02, -0.02], [0.00, 0.00, 0.04], [0.03, -0.01, 0.03], [0.04, -0.01, 0.04], [0.00, 0.00, 0.02], [-0.04, 0.01, -0.03]],
  "lowdin_charge": [-0.084, -0.248, -0.222, -0.203, -0.179, -0.232, -0.307, 0.726, 0.290, -0.335, -0.243, -0.429, -0.064, -0.059, -0.855, 0.160, 0.138, 0.662, -0.331, -0.331, -0.469, 0.108, 0.097, -0.520, 0.149, 0.142, 0.175, 0.072, 0.055, 0.060, 0.089, 0.102, 0.112, 0.100, 0.094, 0.107, 0.114, 0.104, 0.075, 0.097, 0.045, 0.095, 0.090, 0.072, 0.074, 0.088, 0.122, 0.080, 0.071, 0.078, 0.077, 0.066, 0.084, 0.123, 0.108, -0.110, -0.188, -0.202, -0.204, -0.195, -0.095, 0.089, 0.083, 0.089, 0.128, 0.127, 0.112, 0.129, 0.065, 0.089, 0.095, -0.101, -0.204, -0.201, -0.194, -0.224, -0.098, 0.090, 0.084, 0.088, 0.127, 0.123, 0.127, 0.127, 0.090, 0.085, 0.091, -0.112, -0.190, -0.201, -0.198, -0.192, -0.115, 0.085, 0.086, 0.086, 0.127, 0.126, 0.102, 0.130, 0.085, 0.083, 0.088, -0.111, -0.195, -0.207, -0.205, -0.189, -0.112, 0.089, 0.084, 0.089, 0.127, 0.113, 0.126, 0.126, 0.088, 0.083, 0.088],
  "energy_ev": -103690.903,
  "e_lumo_ev": 0.253,
  "gap_ev": 9.29,
  "smiles": "CCCCCCCP(Cl)(CCC(C)C)(B(O)O)S(=O)(=O)C(F)(F)C(F)(F)F.COCCOC.COCCOC.COCCOC.COCCOC",
  "max_force_ev_per_a": 1.66,
  "homo_ev": -9.035
}